one:
The following is a DFT calculation (ωB97M-V/def2-TZVPD) of C5H11NSi in the gas phase.

For the HOMO-LUMO gap, the calculation gives 11.24 eV. The charge is 0. Its SMILES is C[Si](C)(C)CC#N.

Structure (XYZ):
```
18
C5H11NSi (ωB97M-V/def2-TZVPD)
N -0.585 2.757 1.594
C 0.219 1.943 1.377
C 1.130 -1.551 -0.857
C -0.792 0.832 -1.442
C -1.265 -0.946 0.926
C 1.134 0.964 0.970
Si 0.059 -0.176 -0.103
H 0.781 -1.781 -1.867
H 1.009 -2.452 -0.224
H 2.127 -1.112 -0.829
H -0.067 1.510 -1.925
H -1.650 1.422 -1.099
H -1.123 0.099 -2.155
H -1.839 -0.144 1.389
H -0.818 -1.562 1.705
H -1.861 -1.563 0.259
H 1.524 0.400 1.819
H 2.016 1.360 0.462
```


two:
The following is a DFT calculation (ωB97M-V/def2-TZVPD) of a molecular structure, C5H11NSi.

For the HOMO-LUMO gap, the calculation gives 6.48 eV. The charge is 0.

Structure (XYZ):
```
18
C5H11NSi (ωB97M-V/def2-TZVPD)
C -1.713 -0.598 0.568
C -4.008 0.535 0.476
C 2.223 1.404 -0.324
C 2.670 -1.581 -0.320
C -3.088 -0.639 0.441
N -0.512 -0.554 0.512
Si 1.790 -0.183 0.576
H -3.596 1.147 1.228
H -3.925 1.148 -0.538
H -4.963 0.068 0.490
H 1.515 1.176 -1.254
H 1.973 2.363 0.076
H 3.231 1.317 -0.713
H 3.500 -1.243 -0.903
H 3.021 -2.462 0.284
H 1.891 -1.859 -1.004
H -3.559 -1.617 0.394
H 1.676 -0.126 2.102
```


three:
The following is a DFT calculation (ωB97M-V/def2-TZVPD) of C5H11NSi in the gas phase.

For the HOMO-LUMO gap, the calculation gives 9.82 eV. The charge is 0. Its SMILES is C#CC[Si](C)(C)N.

Structure (XYZ):
```
18
C5H11NSi (ωB97M-V/def2-TZVPD)
C -3.104 0.134 0.412
C -2.183 -0.436 -0.122
C 1.825 -0.973 0.674
C -1.089 -0.944 -0.812
C 0.084 1.276 1.079
N 0.934 0.775 -1.796
Si 0.536 -0.011 -0.330
H -3.762 0.346 1.104
H 2.774 -0.603 0.288
H 1.681 -0.922 1.751
H 1.954 -2.059 0.332
H -1.287 -1.196 -1.830
H -0.915 -1.963 -0.367
H 1.111 0.216 -2.593
H -0.159 2.191 0.562
H -0.869 1.021 1.583
H 0.905 1.595 1.672
H 1.565 1.554 -1.607
```


one wins, 191.6 kJ/mol ahead of the next structure.


one:
The following is a DFT calculation (ωB97M-V/def2-TZVPD) of 3 unconnected molecules or ions with the total composition C3H10NO4.

For the HOMO-LUMO gap, the calculation gives 8.48 eV. The charge is -1.

Structure (XYZ):
```
18
C3H10NO4 (ωB97M-V/def2-TZVPD)
C 0.459 -1.195 -0.562
C 0.386 0.322 -0.835
C 0.200 1.264 0.363
O -0.840 1.089 1.064
O 0.966 2.278 0.531
N -0.782 -1.679 0.218
H 0.295 -1.795 -1.452
H 1.335 -1.653 -0.040
H 1.374 0.558 -1.346
H -0.393 0.468 -1.631
H -1.622 -1.450 -0.308
H -0.873 -1.076 1.024
H 2.442 0.960 1.656
H 2.770 -0.233 0.830
O 2.691 0.015 1.755
H -2.603 0.891 -1.195
H -2.718 0.727 0.403
O -3.086 0.510 -0.475
```


two:
The following is a DFT calculation (ωB97M-V/def2-TZVPD) of 3 unconnected molecules or ions with the total composition C3H10NO4.

For the HOMO-LUMO gap, the calculation gives 8.35 eV. The charge is -1.

Structure (XYZ):
```
18
C3H10NO4 (ωB97M-V/def2-TZVPD)
C 0.180 -1.790 2.122
N 0.965 -1.256 1.140
C 0.552 -1.116 -0.302
C -0.750 -0.274 -0.425
O -0.525 1.064 -0.664
O 0.512 -1.800 3.288
H -0.714 -2.339 1.753
H 1.589 -0.543 1.474
H 0.532 -2.148 -0.636
H 1.382 -0.516 -0.679
H -1.445 -0.351 0.412
H -1.317 -0.799 -1.225
H 2.019 2.498 0.083
H 0.818 1.500 0.044
O 1.823 1.562 0.279
H -2.304 2.789 -2.234
H -1.325 1.595 -1.853
O -1.991 1.924 -2.576
```


one wins, 56.2 kJ/mol ahead of the next structure.


one:
The following is a DFT calculation (ωB97M-V/def2-TZVPD) of a molecular structure, C4H8NOS.

For the HOMO-LUMO gap, the calculation gives 8.18 eV. The charge is +1.

Structure (XYZ):
```
15
C4H8NOS (ωB97M-V/def2-TZVPD)
C -0.635 -1.072 -0.054
C -0.447 -0.820 1.421
C 0.097 0.213 -0.348
C -0.237 1.259 -1.293
N 0.058 0.561 1.060
O -1.093 -1.901 -0.732
S 2.316 -0.607 -0.688
H -1.337 -1.063 2.170
H 0.400 -1.624 1.734
H -0.578 0.732 -2.163
H 0.583 1.777 -1.674
H -1.040 1.977 -0.933
H -0.607 1.349 1.113
H 0.885 0.891 1.571
H 1.636 -1.669 -1.184
```


two:
The following is a DFT calculation (ωB97M-V/def2-TZVPD) of 2 unconnected molecules or ions with the total composition C4H8NOS.

For the HOMO-LUMO gap, the calculation gives 10.48 eV. The charge is +1.

Structure (XYZ):
```
15
C4H8NOS (ωB97M-V/def2-TZVPD)
C 0.509 3.312 1.799
C -0.277 0.730 -0.703
C -0.020 -1.294 -1.506
C -0.139 -1.114 1.003
N 0.326 -0.553 -0.270
O 0.495 4.226 2.455
S -0.175 0.261 -2.481
H 0.273 1.623 -0.408
H -1.315 0.799 -0.374
H 0.738 -1.992 -1.860
H -0.984 -1.794 -1.402
H 0.281 -2.109 1.147
H 0.170 -0.472 1.826
H -1.226 -1.185 0.999
H 1.345 -0.438 -0.227
```


three:
The following is a DFT calculation (ωB97M-V/def2-TZVPD) of 2 unconnected molecules or ions with the total composition C4H8NOS.

For the HOMO-LUMO gap (alpha / beta), the calculation gives 7.27 / 7.27 eV. The charge is +1.

Structure (XYZ):
```
15
C4H8NOS (ωB97M-V/def2-TZVPD)
C -1.091 -2.570 0.408
C -0.670 -1.282 0.567
C -0.223 1.066 0.868
C -1.241 -0.044 0.814
N 1.524 1.594 -1.453
O 0.696 -1.502 0.426
S 0.495 -3.088 0.112
H -2.029 -3.041 0.355
H -0.624 1.938 1.383
H 0.595 0.607 1.384
H 0.246 1.113 -0.194
H -2.352 0.037 0.689
H 2.192 0.949 -1.836
H 1.726 2.617 -1.317
H 0.757 1.604 -2.205
```


four:
The following is a DFT calculation (ωB97M-V/def2-TZVPD) of a molecular structure, C4H8NOS.

For the HOMO-LUMO gap, the calculation gives 8.44 eV. The charge is +1.

Structure (XYZ):
```
15
C4H8NOS (ωB97M-V/def2-TZVPD)
C 1.142 0.158 1.413
C 0.221 1.017 1.925
C -0.553 -0.289 -0.375
C -0.440 0.237 -1.822
N 0.826 -0.647 0.200
O -1.440 -1.316 -0.163
S -1.125 1.484 0.975
H 2.014 -0.005 2.012
H 0.412 1.496 2.893
H -0.757 1.314 -1.722
H -0.866 -0.300 -2.693
H 0.658 0.411 -1.959
H 1.528 -0.789 -0.481
H 0.520 -1.635 0.520
H -2.139 -1.136 -0.722
```


two wins, 137.5 kJ/mol ahead of the next structure.


one:
The following is a DFT calculation (ωB97M-V/def2-TZVPD) of a gas-phase ion, C6H11N2 (charge +1).

For the HOMO-LUMO gap, the calculation gives 10.00 eV. The charge is +1. Its SMILES is CC[C@@H]1[C@H]2NC=[NH+][C@@H]12.

Structure (XYZ):
```
19
C6H11N2 (ωB97M-V/def2-TZVPD)
C 2.567 0.370 0.360
C -0.241 0.289 0.087
C 0.767 0.578 -1.011
C 0.662 -0.883 -0.031
C -2.620 -0.424 0.782
C -1.733 0.266 -0.320
N 2.013 1.062 -0.656
N 1.920 -0.783 0.648
H 3.470 0.653 0.938
H -0.003 0.883 0.967
H 0.272 0.522 -2.004
H 0.342 -1.753 -0.418
H -2.075 -1.429 0.913
H -3.617 -0.678 0.259
H -2.792 0.365 1.547
H -1.993 1.285 -0.612
H -1.846 -0.391 -1.091
H 2.541 1.609 -1.350
H 2.364 -1.543 0.991
```


two:
The following is a DFT calculation (ωB97M-V/def2-TZVPD) of a gas-phase ion, C6H11N2 (charge +1).

For the HOMO-LUMO gap (alpha / beta), the calculation gives 7.95 / 7.94 eV. The charge is +1.

Structure (XYZ):
```
19
C6H11N2 (ωB97M-V/def2-TZVPD)
C 1.837 -0.302 -0.864
C 0.725 0.751 -0.833
C 0.637 1.661 0.322
C 0.697 -0.436 1.143
C -0.145 0.423 0.376
C -2.232 -0.680 -0.376
N 1.758 -0.890 0.457
N -1.632 0.421 0.405
H 1.640 -1.052 -1.633
H 2.826 0.124 -1.039
H 0.268 1.016 -1.772
H 1.436 1.940 0.982
H 0.576 -0.680 2.185
H -3.313 -0.702 -0.252
H -2.002 -0.545 -1.431
H -1.813 -1.627 -0.040
H 2.608 -1.131 0.947
H -1.939 0.371 1.384
H -1.931 1.336 0.039
```


three:
The following is a DFT calculation (ωB97M-V/def2-TZVPD) of a gas-phase ion, C6H11N2 (charge +1).

For the HOMO-LUMO gap, the calculation gives 9.32 eV. The charge is +1. Its SMILES is [H]/N=C1/[C@@H]2C[C@]12[C@H](C)[NH3+].

Structure (XYZ):
```
19
C6H11N2 (ωB97M-V/def2-TZVPD)
C -1.635 0.107 0.748
C -1.207 -1.513 -0.703
C -1.603 -0.132 -0.684
C -0.436 -0.563 0.145
C 1.319 0.753 1.108
C 1.008 -0.222 0.043
N -2.298 0.548 1.685
N 1.361 0.488 -1.347
H -1.716 -2.181 -0.111
H -0.897 -1.847 -1.603
H -1.975 0.477 -1.451
H 0.885 1.684 0.824
H 2.340 0.794 1.446
H 0.739 0.508 1.919
H 1.708 -1.045 0.186
H -1.968 0.473 2.628
H 0.682 0.152 -2.024
H 2.311 0.021 -1.555
H 1.382 1.495 -1.255
```


one wins, 138.6 kJ/mol ahead of the next structure.


one:
The following is a DFT calculation (ωB97M-V/def2-TZVPD) of a gas-phase ion, C6H11N2 (charge +1).

For the HOMO-LUMO gap, the calculation gives 10.27 eV. The charge is +1. Its SMILES is N[C@@H]1C[NH2+]CC12C=C2.

Structure (XYZ):
```
19
C6H11N2 (ωB97M-V/def2-TZVPD)
C 2.379 0.033 0.575
C 2.032 -0.409 -0.589
C -1.464 0.205 0.644
C 0.274 1.448 -0.235
C -0.408 -0.852 0.612
C 0.911 0.172 0.178
N -0.639 -1.789 -0.487
N -1.192 1.119 -0.472
H 3.033 0.119 1.354
H 2.347 -1.045 -1.447
H -2.469 -0.193 0.606
H -1.535 0.661 1.708
H 0.229 2.205 0.495
H 0.601 1.660 -1.191
H -0.294 -1.281 1.528
H 0.041 -2.034 -1.141
H -0.824 -2.676 -0.124
H -1.187 0.705 -1.400
H -1.837 1.951 -0.614
```


two:
The following is a DFT calculation (ωB97M-V/def2-TZVPD) of a gas-phase ion, C6H11N2 (charge +1).

For the HOMO-LUMO gap, the calculation gives 10.18 eV. The charge is +1.

Structure (XYZ):
```
19
C6H11N2 (ωB97M-V/def2-TZVPD)
C 1.823 0.164 -0.726
C -1.559 -0.812 -0.230
C 0.493 -0.230 -1.128
C 0.165 -1.527 0.935
C 1.138 -0.838 0.206
C -1.083 1.600 -0.359
N -0.768 0.257 -0.731
N 0.648 -0.293 1.608
H 2.605 -0.093 -1.403
H 2.113 1.155 -0.320
H -1.681 -1.730 -0.844
H -2.388 -0.480 0.469
H 0.433 -0.990 -1.988
H 0.331 -2.232 1.742
H -2.015 1.817 -0.953
H -1.246 1.848 0.673
H -0.448 2.409 -0.970
H -0.056 0.426 1.873
H 1.494 -0.450 2.147
```


three:
The following is a DFT calculation (ωB97M-V/def2-TZVPD) of 2 unconnected molecules or ions with the total composition C6H11N2.

For the HOMO-LUMO gap (alpha / beta), the calculation gives 7.30 / 6.22 eV. The charge is +1.

Structure (XYZ):
```
19
C6H11N2 (ωB97M-V/def2-TZVPD)
C 0.627 0.907 -2.123
C 0.379 -0.153 -1.222
C 2.040 -0.860 1.687
C -1.785 0.330 -2.768
C -0.323 -1.284 1.831
C 0.450 0.799 1.126
N -0.552 0.476 -2.194
N 0.782 -0.466 1.532
H 1.218 1.588 -2.706
H 2.906 -0.241 1.460
H 2.321 -1.901 1.841
H -2.049 -0.730 -2.866
H -2.467 0.857 -2.160
H -1.948 0.875 -3.607
H -0.974 -1.274 0.940
H -0.727 -1.003 2.815
H 0.008 -2.319 1.991
H 1.215 1.503 0.885
H -0.440 1.166 1.527
```


one wins, 331.4 kJ/mol ahead of the next structure.


one:
The following is a DFT calculation (ωB97M-V/def2-TZVPD) of 2 unconnected molecules or ions with the total composition C6H11N2.

For the HOMO-LUMO gap (alpha / beta), the calculation gives 8.24 / 8.24 eV. The charge is +1.

Structure (XYZ):
```
19
C6H11N2 (ωB97M-V/def2-TZVPD)
C 0.856 -1.838 0.355
C -0.122 -0.919 0.181
C 1.875 0.052 0.124
C 2.862 1.105 0.018
C -3.282 0.805 -0.191
C -2.631 -0.460 -0.132
N 2.101 -1.254 0.141
N 0.598 0.296 0.183
H 0.926 -2.956 0.256
H 2.732 1.926 0.705
H 3.918 0.763 0.100
H 2.646 1.495 -1.029
H -2.781 1.557 0.624
H -4.329 0.749 -0.018
H -3.226 1.232 -1.191
H -2.365 -1.011 -1.112
H -2.788 -1.055 0.696
H 2.968 -1.679 0.201
H 0.041 1.193 0.088
```


two:
The following is a DFT calculation (ωB97M-V/def2-TZVPD) of a gas-phase ion, C6H11N2 (charge +1).

For the HOMO-LUMO gap, the calculation gives 8.73 eV. The charge is +1. Its SMILES is C=CN1CC[NH+]=C1C.

Structure (XYZ):
```
19
C6H11N2 (ωB97M-V/def2-TZVPD)
C 0.679 -0.440 -0.765
C -2.179 1.655 0.616
C -1.242 1.222 -0.267
C -0.082 -0.035 1.450
C 0.856 -1.336 1.313
C 0.990 -0.193 -2.177
N -0.368 0.214 0.062
N 1.494 -1.078 0.038
H -2.896 2.382 0.458
H -2.092 1.097 1.602
H -1.075 1.567 -1.241
H -0.917 -0.305 2.071
H 0.287 0.906 1.754
H 1.398 -1.353 2.292
H 0.292 -2.227 1.487
H 0.481 0.799 -2.461
H 0.775 -1.028 -2.858
H 2.036 0.172 -2.115
H 2.167 -1.649 -0.373
```


two wins, 202.6 kJ/mol ahead of the next structure.


one:
The following is a DFT calculation (ωB97M-V/def2-TZVPD) of 2 unconnected molecules or ions with the total composition C3H6O.

For the HOMO-LUMO gap (alpha / beta), the calculation gives 8.57 / 8.26 eV. The charge is 0.

Structure (XYZ):
```
10
C3H6O (ωB97M-V/def2-TZVPD)
C 2.057 -0.696 -0.219
C -1.487 -0.005 0.229
C -0.344 0.757 -0.261
O 1.884 -1.871 -0.160
H 2.909 0.011 0.135
H -1.183 -1.024 0.419
H -2.209 0.109 -0.532
H -1.872 0.452 1.234
H -0.069 1.014 -1.204
H 0.314 1.251 0.358
```


two:
The following is a DFT calculation (ωB97M-V/def2-TZVPD) of 2 unconnected molecules or ions with the total composition C3H6O.

For the HOMO-LUMO gap, the calculation gives 9.22 eV. The charge is 0. Its SMILES is C=C.C=O.

Structure (XYZ):
```
10
C3H6O (ωB97M-V/def2-TZVPD)
C 1.716 0.493 -0.079
C 1.559 -0.559 -0.912
H 0.944 0.877 0.557
H 2.690 0.925 0.122
H 0.759 -0.389 -1.598
H 2.141 -1.643 -0.967
O -2.619 0.378 -0.446
C -2.434 0.044 0.745
H -2.852 0.766 1.513
H -1.905 -0.894 1.065
```


three:
The following is a DFT calculation (ωB97M-V/def2-TZVPD) of C3H6O in the gas phase.

For the HOMO-LUMO gap, the calculation gives 9.58 eV. The charge is 0.

Structure (XYZ):
```
10
C3H6O (ωB97M-V/def2-TZVPD)
C 1.459 0.399 -0.881
C 0.252 0.788 -0.075
C -1.470 -0.417 0.921
O -0.105 -0.323 0.528
H 2.327 1.042 -0.724
H 1.115 0.586 -1.909
H 1.711 -0.664 -0.773
H -2.015 0.429 0.498
H -1.574 -0.463 2.006
H -1.805 -1.355 0.477
```


four:
The following is a DFT calculation (ωB97M-V/def2-TZVPD) of 2 unconnected molecules or ions with the total composition C3H6O.

For the HOMO-LUMO gap, the calculation gives 11.09 eV. The charge is 0. Its SMILES is C=C.C=O.

Structure (XYZ):
```
10
C3H6O (ωB97M-V/def2-TZVPD)
C -2.149 0.014 -0.610
C -1.624 0.620 0.437
H -2.328 0.493 -1.570
H -2.538 -0.994 -0.662
H -1.298 1.652 0.462
H -1.552 0.178 1.425
O 4.050 -0.406 0.005
C 2.860 -0.483 0.130
H 2.163 -0.119 -0.639
H 2.415 -0.955 1.022
```


four wins, 106.3 kJ/mol ahead of the next structure.


one:
The following is a DFT calculation (ωB97M-V/def2-TZVPD) of 2 unconnected molecules or ions with the total composition C3H6O.

For the HOMO-LUMO gap, the calculation gives 10.41 eV. The charge is 0. Its SMILES is C=C.C=O.

Structure (XYZ):
```
10
C3H6O (ωB97M-V/def2-TZVPD)
C -0.595 1.208 -1.478
C -0.308 -0.112 -1.324
H 0.070 1.877 -0.838
H -1.299 1.606 -2.189
H 0.552 -0.510 -0.849
H -0.539 -0.880 -2.129
O 1.226 -1.107 1.247
C 0.560 -0.884 2.248
H 0.891 -0.424 3.319
H -0.558 -0.772 1.993
```


two:
The following is a DFT calculation (ωB97M-V/def2-TZVPD) of C3H6O in the gas phase.

For the HOMO-LUMO gap, the calculation gives 10.40 eV. The charge is 0. Its SMILES is OC1CC1.

Structure (XYZ):
```
10
C3H6O (ωB97M-V/def2-TZVPD)
C 0.634 -0.205 0.139
C -0.746 0.161 0.717
C -0.607 -0.367 -0.635
H 1.491 1.209 -0.871
H 1.029 -1.107 0.548
H -0.836 1.183 1.384
H -0.979 -0.768 1.380
H -0.897 -1.179 -1.087
H -0.807 0.420 -1.496
O 1.718 0.653 -0.080
```


one wins, 7.8 kJ/mol ahead of the next structure.